{
  "formula": "C2O3",
  "method": "the ωB97M-V functional and the def2-TZVPD basis",
  "relative_energy_kj_mol": 0.00,
  "homo_ha": -0.482,
  "e_tot_ha": -301.96344,
  "orbital_gap_ev": 13.6984,
  "charge": 0,
  "largest_force_ev_per_a": 1.84,
  "symbols": ["C", "C", "O", "O", "O"],
  "coordinates": [[1.35, -0.27, 0.00], [-1.87, 0.56, -0.50], [-2.15, 0.07, 0.48], [1.78, 0.78, 0.29], [0.96, -1.32, -0.27]],
  "mulliken_charge": [0.7377, 0.1094, -0.1124, -0.3848, -0.3499]
}